Entry from the OMol25 dataset: a cluster of 2 separate species, C5H16N2O in total at a distorted geometry (ωB97M-V/def2-TZVPD).

Each line ends with the Löwdin spin population.
Element x y z (Å)
C 1.7567 -1.5192 -0.8008  0.040
C 0.4876 0.7424 1.3483  0.054
H 0.3191 -2.0831 1.4484  0.028
H -0.8141 -2.9538 0.5764  0.011
H -0.4141 1.9636 2.7019  0.003
H -0.2703 -2.0435 -1.8945  0.016
H 0.6730 -0.0210 2.1148  0.000
C -0.6823 -1.9516 1.0119  0.056
H 2.1692 -0.5203 -0.6954  0.001
C -0.7006 0.3946 0.3595  0.060
H 0.1808 2.8026 1.3971  0.003
H -0.0437 2.2837 -2.9281  0.000
H 1.3418 0.8244 0.6794  0.003
H -0.4436 2.3347 -1.4297  0.000
H -1.0828 1.0300 -0.4642  0.001
H 0.1801 -0.5753 -1.9403  0.000
N 0.3417 2.0285 2.0290  0.080
H 2.1907 -2.1869 -1.5651  0.002
H 1.9726 -2.0314 0.1260  0.002
H -1.6519 0.5368 0.8783  0.009
N -0.7061 -1.0175 -0.1104  0.579
O -0.7756 2.2147 -2.3207  0.000
C 0.2412 -1.3642 -1.1560  0.050
H -1.5275 -1.7943 1.6385  0.002

Forces on the atoms, in the same order (eV/Å):
-1.004 -0.835 -0.072
0.568 1.512 -0.550
-0.398 0.752 0.277
-0.195 0.127 -0.032
0.081 0.351 0.077
0.762 -0.940 1.544
-0.347 0.060 -0.502
-0.384 -1.857 -1.852
0.397 -0.202 -0.534
-3.320 -0.689 -0.317
0.068 0.065 0.081
0.432 0.197 -0.176
0.338 -0.111 0.323
0.420 0.426 -0.276
1.850 -0.148 -0.110
0.279 0.495 1.039
-0.522 -1.393 -0.555
0.072 0.893 0.074
-0.292 -0.216 0.356
0.082 -0.636 1.077
2.917 1.065 2.197
-0.671 -0.345 0.193
-0.973 0.976 -3.228
-0.159 0.450 0.964

**E_tot**: -384.48951 hartree
**Frontier orbital gap (spin up / spin down)**: 11.28 / 6.35 eV
**HOMO level (spin up / spin down)**: -14.0 / -13.8 eV
**Spin multiplicity**: 2
**Lowest unoccupied orbital energy (spin up / spin down)**: -2.74 / -7.48 eV
**ΔE to the lowest compared entry with this formula, charge and spin**: 1.463 eV
**Charge**: +1